(1)
Below is a structure of composition C48H35Cl5INP2PtSi, with properties calculated with ωB97M-V with the def2-TZVPD basis set.

The total charge is +2. Its HOMO energy is -13.4 eV.

Positions of all 94 atoms, in Å:
Pt 1.06261 -0.20596 -0.06343
I 5.40115 0.71878 4.10336
Cl 0.62032 2.65634 -2.00812
Cl 3.19059 0.55658 -6.26907
Cl 1.66754 2.93617 -4.94298
Cl 2.77938 -2.17547 -1.60301
Cl 3.87518 -1.97635 -4.57417
P -0.25942 1.50270 1.22384
P -1.04496 -1.37409 -0.97276
Si 0.83362 -1.70639 1.78265
N 3.45220 0.38219 0.29754
C 0.51440 -3.04731 -4.37217
C -3.58355 -1.21988 0.05306
C -1.90684 2.06492 0.78025
C -3.49999 -1.26058 -2.36017
C -5.61927 -1.29856 -1.21459
C -0.93011 -0.49622 5.31577
C -0.38832 -1.24150 4.28007
C -4.88552 -1.30745 -2.39333
C 0.65356 3.01486 1.60470
C 4.26458 1.01090 -0.55660
C -2.04966 3.14940 -0.09711
C -1.66812 -5.24134 0.03262
C -2.84301 -1.23635 -1.12978
C 0.11276 -2.87490 -3.05219
C 1.96674 1.50010 -4.06120
C 2.95301 -0.70126 -3.89966
C 0.00503 4.17459 2.03564
C 2.12698 5.30975 2.14574
C 2.03564 3.02294 1.43569
C -0.96493 -5.39851 1.22145
C -3.04299 1.41982 1.26350
C 2.46896 -0.78552 -2.60352
C 2.77469 4.16132 1.71447
C 5.44715 1.59629 -0.14691
C -4.30046 1.83767 0.85540
C -4.96417 -1.24993 0.00954
C -0.48844 0.65842 2.82274
C -3.30686 3.56070 -0.49723
C -0.65550 -0.65271 -3.59814
C 2.27161 -2.46184 2.70526
C -4.43349 2.88236 -0.04627
C -0.48469 -1.68078 -2.66358
C -0.94649 -2.94544 -0.07713
C 2.67203 0.44646 -4.64371
C -1.03883 1.41296 3.86750
C -0.22337 -3.09348 1.10477
C -1.24485 0.84160 5.11057
C 5.82104 1.52159 1.18758
C 0.74699 5.31367 2.30107
C 4.98017 0.85744 2.06911
C 1.72301 0.21785 -2.02391
C 1.50111 1.36435 -2.75246
C 3.80839 0.30647 1.58893
C -1.67345 -4.01567 -0.60823
C -0.24785 -4.33585 1.74757
C -0.25656 -0.83209 -4.91020
C -0.13985 -0.66472 3.02735
C 0.33803 -2.03031 -5.29657
H 0.25606 -3.67461 -2.33791
H -3.40841 4.41625 -1.15135
H -2.21887 -6.06998 -0.39281
H 3.11132 -0.16904 2.25752
H -1.07001 4.19939 2.15606
H -1.18028 3.69324 -0.43868
H -5.53350 -1.24481 0.93061
H 6.06513 2.12100 -0.86243
H -2.94828 -1.28085 -3.28734
H 2.51744 2.13938 1.06349
H 3.84923 4.15377 1.58402
H -0.41996 -0.04650 -5.63775
H 3.00780 -2.89597 2.02296
H 6.73364 1.99086 1.53144
H 3.94522 1.06093 -1.58860
H -2.23163 -3.88799 -1.52827
H 0.24158 6.21286 2.62757
H 0.29192 -4.48318 2.67474
H 2.69480 6.20602 2.36046
H 0.65905 -2.16991 -6.32108
H -1.10955 0.28596 -3.29306
H 2.78476 -1.74237 3.34360
H -0.97705 -6.34955 1.73774
H -0.14483 -2.28505 4.45218
H -5.41684 3.18327 -0.38514
H -3.07206 -1.21771 1.00618
H -1.65353 1.43966 5.91482
H 0.95487 -3.98836 -4.67581
H -5.18101 1.35491 1.25615
H -1.30227 2.45081 3.70239
H -6.70013 -1.34107 -1.25051
H 1.91024 -3.26361 3.35251
H -1.09414 -0.95279 6.28365
H -2.94675 0.62770 1.99168
H -5.39091 -1.36137 -3.34856

Quick look at the Löwdin charges, all values in e:
1. Pt 0.83
2. I 0.97
3. Cl 0.75
4. Cl 0.75
5. Cl 0.74
6. Cl 0.77
7. Cl 0.76
8. P 1.05
9. P 1.10
10. Si 0.54
11. N -0.02
12. C -0.06
13. C -0.11
14. C -0.35
15. C -0.05
16. C -0.03
17. C -0.04
18. C -0.07
19. C -0.04
20. C -0.34
21. C -0.10
22. C -0.12
23. C -0.03
24. C -0.32
25. C -0.11
26. C -0.71
27. C -0.71
28. C -0.08
29. C -0.04
30. C -0.09
31. C -0.03
32. C -0.09
33. C -0.73
34. C -0.04
35. C -0.01
36. C -0.06
37. C -0.06
38. C -0.38
39. C -0.04
40. C -0.13
41. C -0.17
42. C -0.03
43. C -0.40
44. C -0.38
45. C -0.71
46. C -0.07
47. C -0.28
48. C -0.04
49. C -0.09
50. C -0.04
51. C -0.70
52. C -0.45
53. C -0.73
54. C -0.24
55. C -0.08
56. C -0.07
57. C -0.05
58. C -0.30
59. C -0.05
60. H 0.10
61. H 0.12
62. H 0.12
63. H 0.04
64. H 0.11
65. H 0.06
66. H 0.12
67. H 0.13
68. H 0.10
69. H 0.05
70. H 0.11
71. H 0.13
72. H 0.05
73. H 0.12
74. H 0.11
75. H 0.12
76. H 0.12
77. H 0.10
78. H 0.12
79. H 0.12
80. H 0.12
81. H 0.02
82. H 0.12
83. H 0.11
84. H 0.12
85. H 0.10
86. H 0.12
87. H 0.12
88. H 0.12
89. H 0.11
90. H 0.12
91. H 0.04
92. H 0.12
93. H 0.10
94. H 0.12

***

(2)
Below is a structure of composition C48H35N7SW, with properties calculated with ωB97M-V with the def2-TZVPD basis set.

Its multiplicity is 3. The total charge is +2. As for the expectation value of S²: 2.030. Its HOMO energy (alpha / beta) is -12.5 / -12.5 eV.

Positions of all 92 atoms, in Å:
W 0.12200 0.01360 -0.07024
S 0.51858 -3.87753 -2.15384
N 0.15252 -1.03361 1.75675
N 0.06193 1.68805 -1.33812
N -0.36638 -1.78745 -1.09170
N -1.84745 0.43336 0.33462
N 0.99723 -1.62015 -1.11405
N 2.95932 -2.72259 -1.71038
N 2.04699 0.60575 0.37850
C -4.14765 3.81716 -1.49799
C -5.48216 4.20146 -3.46019
C -4.48919 -2.29206 4.98188
C -0.93020 -1.59744 2.38964
C -2.71972 1.19096 -0.44097
C 3.98950 -1.10408 4.22066
C -2.66507 -0.33078 1.18147
C -2.23993 -3.25413 -1.69740
C -5.28163 -3.26738 4.39441
C 0.68709 3.33474 -2.82303
C 5.46052 4.30648 -3.68162
C 0.87386 -2.39661 3.45732
C -0.79816 -2.89341 -1.58202
C 4.22297 3.92622 -1.65680
C -5.09396 -3.60022 3.06038
C -4.79670 3.19545 -4.12527
C -3.31550 -1.97974 2.90151
C -4.11708 -2.95587 2.31622
C -2.36664 2.06440 -1.46772
C 3.65684 -1.66448 2.99131
C 5.00051 -1.66459 4.98729
C -3.78317 2.50134 -3.48027
C 5.68102 -2.78453 4.53121
C 2.90745 -0.10686 1.22348
C -2.91936 -2.47771 -2.83113
C -4.06180 0.92593 -0.05225
C 4.25406 0.23479 0.91900
C -3.50656 -1.65298 4.24130
C 2.56166 -1.06086 2.17409
C -2.25913 -1.28510 2.11110
C -5.15515 4.51339 -2.14779
C -1.06031 2.30747 -1.86047
C 2.87349 1.33427 -0.47074
C 2.46824 2.15541 -1.52836
C 1.14530 2.34477 -1.89481
C -0.66508 3.31642 -2.79600
C 1.26358 -1.48077 2.43072
C -3.45680 2.80630 -2.16212
C -0.48095 -2.47416 3.42772
C 3.78456 2.58470 -3.61092
C 4.75943 3.28604 -4.30653
C 5.18989 4.62869 -2.35872
C -4.02709 0.00498 0.94458
C 5.34993 -3.34631 3.30685
C 3.51604 2.89934 -2.28177
C 4.33920 -2.78779 2.53738
C 4.23549 1.10727 -0.12142
C 1.63554 -2.64177 -1.61805
H -2.70688 -3.01350 -0.73931
H 4.96978 3.03470 -5.33737
H 3.45863 -0.22848 4.57445
H 3.23541 1.78944 -4.10035
H -6.26962 4.74431 -3.96509
H -1.12392 -3.05500 4.06718
H -4.86434 -0.41350 1.47688
H 1.33157 3.99783 -3.37456
H -3.96954 -2.75597 -2.88668
H -2.89254 -0.88744 4.70048
H 1.55416 -2.89361 4.12870
H 4.07465 -3.23160 1.58381
H -4.63742 -2.02516 6.01957
H 4.00181 4.18314 -0.62817
H 5.07445 1.56295 -0.61874
H -3.88878 4.06409 -0.47518
H 5.11388 -0.15152 1.44097
H 3.41265 -3.50853 -2.14422
H -2.45884 -2.69832 -3.79380
H -2.85837 -1.40376 -2.65102
H 6.21704 4.85423 -4.22701
H -3.97738 -3.21883 1.27384
H -1.34573 3.96207 -3.32493
H 5.72853 5.43246 -1.87513
H -5.70769 -4.36196 2.59873
H 3.53165 -1.96227 -1.37237
H -3.24552 1.71805 -4.00176
H -5.04948 2.95034 -5.14808
H 6.46861 -3.22049 5.13057
H -6.04521 -3.76685 4.97497
H -2.33370 -4.32924 -1.84838
H -4.93054 1.38917 -0.48811
H -5.68327 5.30237 -1.62955
H 5.25735 -1.22519 5.94170
H 5.87671 -4.22172 2.95131

Quick look at the Löwdin charges, all values in e:
1. W 1.80
2. S 1.21
3. N -0.04
4. N -0.05
5. N -0.11
6. N -0.06
7. N -0.11
8. N 0.17
9. N -0.06
10. C -0.03
11. C -0.06
12. C -0.05
13. C -0.21
14. C -0.21
15. C -0.02
16. C -0.21
17. C -0.20
18. C -0.06
19. C 0.05
20. C -0.06
21. C 0.05
22. C -0.53
23. C -0.03
24. C -0.06
25. C -0.06
26. C -0.23
27. C -0.04
28. C -0.06
29. C -0.24
30. C -0.05
31. C -0.03
32. C -0.06
33. C -0.22
34. C -0.06
35. C 0.04
36. C 0.03
37. C -0.03
38. C -0.07
39. C -0.06
40. C -0.05
41. C -0.21
42. C -0.21
43. C -0.06
44. C -0.21
45. C 0.05
46. C -0.21
47. C -0.23
48. C 0.04
49. C -0.03
50. C -0.06
51. C -0.05
52. C 0.04
53. C -0.06
54. C -0.23
55. C -0.04
56. C 0.03
57. C -0.61
58. H 0.10
59. H 0.11
60. H 0.13
61. H 0.12
62. H 0.11
63. H 0.13
64. H 0.13
65. H 0.13
66. H 0.09
67. H 0.13
68. H 0.13
69. H 0.11
70. H 0.12
71. H 0.13
72. H 0.13
73. H 0.13
74. H 0.13
75. H 0.13
76. H 0.09
77. H 0.07
78. H 0.11
79. H 0.11
80. H 0.13
81. H 0.11
82. H 0.11
83. H 0.12
84. H 0.12
85. H 0.11
86. H 0.11
87. H 0.11
88. H 0.12
89. H 0.13
90. H 0.11
91. H 0.11
92. H 0.11

***

Number 1: calculated total energy -5594.58358 Ha. Number 2: calculated total energy -2698.31091 Ha.